Computed, not measured: a molecular structure, C65H176AgF3N16O19S in a non-equilibrium geometry, with ωB97M-V/def2-TZVPD.

The geometry in XYZ format:
```
281
Properties=species:S:1:pos:R:3:mulliken_charge:R:1
H 7.810 8.694 0.075 0.346
H -7.251 5.709 -3.221 0.384
H 2.435 -4.889 4.649 0.433
H -3.692 6.835 -5.561 0.282
O -5.255 6.771 -4.284 -0.344
H 0.609 -7.130 -4.730 0.214
N 2.302 -2.889 7.644 -0.693
N 3.511 6.788 1.753 -0.700
H 0.681 -6.352 1.981 0.282
H -0.222 2.697 3.278 -0.057
H 0.530 2.768 -5.357 0.455
H -3.668 -0.182 3.958 -0.505
C -7.052 -0.990 3.003 -0.814
C 5.183 7.915 0.289 -1.121
C 0.583 7.352 5.693 -0.854
H 3.305 -2.954 7.549 0.281
N -4.567 4.854 -1.204 -0.112
C -6.742 5.479 -2.285 -1.497
O -2.281 -0.766 -4.408 -0.535
H -3.107 3.272 1.393 -0.543
H 4.851 -0.323 3.530 0.286
H 1.847 -7.390 2.154 0.310
H 0.965 0.606 3.928 -1.096
H -0.012 -2.146 -7.017 0.441
H 2.108 5.597 4.521 0.424
H -2.586 -5.009 0.956 -0.383
H -3.399 -4.410 -2.023 -0.095
H -7.496 -1.465 0.903 0.547
C 1.899 -1.641 7.005 1.561
H 1.780 -6.365 4.532 0.404
H 0.162 -9.192 -6.807 0.331
C 4.291 6.698 0.564 0.957
C 2.281 -0.528 8.047 -1.622
H 7.942 8.234 -1.631 0.261
O -1.419 0.926 -0.020 0.233
H 1.806 -3.769 1.815 -0.345
H -4.358 5.021 2.329 0.480
H 4.657 0.159 -2.543 0.110
H 3.096 -0.324 -8.269 0.331
H 4.249 3.766 -2.822 0.179
H -7.034 6.216 -1.537 0.331
C -2.218 -8.906 0.441 -0.858
C -7.467 1.130 3.898 -0.829
H 4.211 1.145 -4.002 0.561
C -3.495 -4.370 -0.938 -0.680
C -1.559 -5.885 -3.874 -0.147
H -4.503 7.369 -2.444 0.388
H -4.169 8.441 -4.924 0.285
C -2.691 -3.069 2.895 -1.031
H 3.476 -3.804 2.410 -0.284
H 0.317 -3.126 4.870 -0.034
H 4.883 -5.427 -3.290 0.316
C -4.885 4.072 2.230 -2.089
N 3.919 -5.448 -2.988 -0.699
H 5.689 8.300 1.174 0.380
H 2.119 1.058 -8.948 0.404
C -5.213 5.263 -2.421 0.490
H -3.653 4.541 -1.498 -0.370
H -0.550 -5.663 -0.051 0.234
H -0.439 -6.297 -7.539 0.276
C -0.415 -8.345 -7.180 -1.545
H -1.398 -8.489 -6.733 0.351
H -3.259 -9.229 0.420 0.340
H 1.389 7.079 6.375 0.324
H -3.290 -3.312 -0.781 -0.286
O 5.302 1.976 -2.607 -0.297
O -6.970 0.428 2.821 -0.333
H 2.795 6.076 1.726 0.232
H -1.622 -9.102 -0.450 0.311
C 4.523 1.527 0.596 -1.091
C 2.671 -1.512 5.682 -0.657
C 6.317 4.189 -2.824 0.436
H 0.848 -0.935 -6.121 -0.389
H 3.372 1.368 3.669 0.203
C 4.287 1.115 -2.915 -0.436
H 5.774 4.768 -0.721 -0.220
C 0.951 -0.413 -8.165 0.182
C -2.780 -6.773 -0.284 -1.077
N -1.179 -5.011 -0.497 0.269
H 3.735 -1.444 5.908 0.654
C -3.418 2.002 5.680 -0.630
C 0.654 4.734 3.140 1.456
C 1.123 -0.402 4.312 1.128
H 3.424 -0.042 1.728 -1.053
H -2.528 -4.046 3.349 0.770
C -0.838 4.528 -0.709 -1.921
H 1.399 -3.971 -6.185 0.037
H -0.263 -0.987 -3.930 -0.206
H -2.594 -5.637 -3.638 0.261
H -2.195 2.356 -0.851 -1.112
N -0.199 0.516 -8.064 -0.552
H 1.926 -2.714 -5.039 -0.005
C -6.736 -1.735 1.637 0.372
C -1.485 3.858 -1.965 0.376
H -5.150 7.584 -6.183 0.260
H -7.443 -3.623 2.466 0.383
H -3.772 1.027 1.391 -0.540
N 1.527 -6.930 -7.268 -0.638
H 6.921 5.922 -3.667 0.322
N -5.445 -1.290 1.135 0.074
H 5.760 1.056 3.273 0.529
H -2.047 -1.941 7.618 0.390
H 0.827 -1.791 6.871 -0.732
H -1.728 -2.575 2.763 -0.206
H -8.075 -1.304 3.210 0.564
H -1.832 -9.430 1.316 0.270
O 0.572 1.305 1.380 0.239
O -3.153 -1.095 6.167 -0.461
H 0.988 2.957 4.451 0.497
O -3.883 1.992 4.322 -0.285
N -3.502 -0.888 3.254 2.495
H 2.522 -2.336 4.983 0.030
H 3.626 1.567 -0.021 -0.050
H 0.294 4.021 -3.118 0.779
H 7.248 3.723 -3.146 0.429
H 3.964 6.126 -1.481 0.390
H -4.968 1.309 2.225 -0.193
H -2.743 3.513 3.860 0.928
H -1.415 -2.283 -3.301 -0.252
H 2.359 1.303 2.418 -0.468
H -0.188 3.841 -0.168 0.127
Ag -4.943 2.311 -1.050 0.249
H 2.649 7.027 -0.859 0.502
H -2.950 -1.623 -1.920 -1.082
O -1.051 2.731 -3.912 -0.361
C 2.053 -4.172 -1.973 -0.384
C -4.906 -1.496 -2.787 -1.785
C 5.309 0.236 2.714 -1.489
H -6.632 -3.846 0.930 0.296
C 5.143 3.278 -3.210 -0.818
H -0.215 5.398 -0.917 0.719
H 4.262 -2.589 -1.019 -0.056
H 6.850 9.469 -1.157 0.370
H -1.500 -0.366 7.073 0.207
H -0.107 5.215 2.525 0.008
C -2.820 0.035 -3.433 -0.726
O 6.262 -0.581 2.060 -0.451
C -2.383 -0.936 7.361 -0.817
H 0.276 -0.438 4.998 -0.200
C -3.072 2.575 3.411 -0.153
H -4.484 -4.584 -0.531 0.328
C -2.598 -1.969 5.198 -0.577
C 4.121 0.777 1.908 2.918
O -2.266 -7.522 0.813 -0.270
H 2.301 0.911 -7.217 0.139
H -3.279 3.031 6.013 0.428
H 5.463 -2.363 2.948 0.374
H 5.297 0.944 0.094 0.467
H -6.382 -1.323 3.796 0.198
C 2.749 -4.316 1.779 0.122
C -6.682 -3.203 1.808 -1.400
O -1.345 -6.351 -5.164 -0.476
C 4.614 -3.486 -1.530 -0.458
C -2.537 -5.290 -0.096 1.742
H -1.545 4.921 0.021 0.340
C 3.385 6.277 -0.569 -1.421
N -3.871 0.081 -1.279 0.478
H -8.536 1.092 4.106 0.366
C 2.237 0.335 -8.141 -1.285
H -3.011 0.280 -0.788 -0.465
N -4.457 1.764 1.482 0.725
O 6.166 7.582 -0.666 -0.097
H -3.406 0.782 -3.968 0.197
H 2.822 5.349 -0.471 0.110
O 0.558 -4.828 3.854 -0.252
H 5.007 2.459 0.888 0.192
C 6.581 4.264 -1.252 -0.973
N -2.563 3.023 -1.513 2.166
C 0.121 -6.941 -6.861 0.575
C -0.404 3.227 -2.853 -0.314
H 1.542 -3.218 -2.099 -0.142
H -5.718 -0.318 1.102 0.028
H 0.830 -0.933 -9.115 0.339
C 0.477 -1.105 0.048 -0.412
O 2.035 -2.342 -7.051 -0.479
H -2.010 4.612 -2.552 -0.287
C 2.162 -3.222 -5.974 -0.088
H -2.560 1.361 5.885 -0.007
H 7.453 4.905 -1.126 0.362
H 5.811 6.124 -2.577 0.145
H -7.265 2.198 3.815 0.195
H 0.918 8.132 5.010 0.337
H -5.756 -3.523 2.285 0.107
H 4.554 8.714 -0.105 0.364
H 3.482 -6.068 2.560 0.571
H 0.552 -5.515 -5.316 -0.627
H 1.373 6.685 3.313 0.594
H -5.514 -0.712 -3.239 0.420
H -3.468 6.171 -3.262 0.449
H 1.208 3.609 1.558 -0.598
C -4.528 7.480 -5.294 -0.730
C 0.050 -6.479 -5.402 0.371
H -0.991 -4.955 -3.843 -0.029
N 6.044 5.527 -3.358 -0.694
H -6.881 0.880 4.783 0.284
O 5.814 -3.120 -2.192 -0.477
O 2.334 -0.353 5.023 -0.522
H 2.278 0.495 7.670 0.302
C 3.533 -4.125 -2.493 0.684
H -2.627 -2.963 5.644 0.683
C 5.764 -1.902 2.008 -0.597
H -4.436 -0.327 -0.548 0.423
H -7.220 4.565 -1.932 0.315
H -1.154 -6.473 -3.051 0.187
H 0.214 2.551 -2.261 -0.067
H -1.984 0.627 -3.060 0.039
H 1.775 -4.428 -0.950 -0.134
H 0.547 1.360 -4.255 0.100
H -0.522 -8.376 -8.264 0.403
H -2.482 -7.077 -1.287 0.299
C 6.935 -2.875 -1.368 -0.589
N 3.284 1.601 2.691 -0.442
H -0.635 3.623 4.639 0.681
C 1.831 -5.452 3.938 -0.987
O -1.170 -0.235 2.079 -1.565
H -4.681 -2.310 -3.477 0.330
S -0.483 0.353 0.947 -0.383
H 2.280 3.556 2.655 0.096
H 3.063 -4.302 0.735 -0.023
N 1.660 -6.476 1.767 -0.635
H -2.238 1.896 3.229 -0.247
H -5.069 4.503 -3.189 0.075
O 0.196 6.223 4.968 -0.288
H -4.260 1.638 6.268 0.266
H -5.528 3.980 3.105 0.253
H 1.482 -4.829 -2.629 0.244
H -0.989 -4.311 5.049 0.239
H -2.838 -0.328 8.143 0.310
H 3.927 -6.037 -2.167 0.322
H 4.084 6.435 2.505 0.310
H 6.739 -1.889 -0.946 0.146
C 7.245 8.505 -0.838 -0.959
C -1.171 -1.569 -4.088 0.639
F 1.421 -1.578 0.853 -0.083
H -1.106 0.118 -7.868 0.190
C 0.871 -1.508 -7.048 0.179
H 3.478 -3.467 -3.360 0.070
H 5.138 3.349 -4.297 0.288
H -4.363 5.758 -0.800 0.352
H 3.321 1.411 -2.507 -0.001
H -1.578 -1.601 5.089 -0.375
H -1.025 -2.157 -4.994 0.048
H 3.345 -0.606 8.271 0.391
C 1.191 5.849 3.988 -1.610
H -4.378 -2.609 4.214 0.562
C 2.495 -5.610 2.499 0.194
C -4.496 6.485 -3.082 -0.763
H -3.855 -6.952 -0.273 0.509
H 7.885 -2.872 -1.903 0.344
H 0.517 -4.537 5.974 0.531
H 6.610 -2.482 1.638 0.373
C -3.856 2.921 2.103 0.960
H -2.690 2.443 -2.330 -0.073
H 2.086 -7.649 -6.832 0.248
H 4.928 5.839 0.773 0.080
H 5.020 -1.997 1.217 0.059
H -5.477 -1.930 -1.966 0.257
H 6.804 3.269 -0.865 0.461
C -3.581 -0.827 -2.316 2.466
H 7.069 -3.591 -0.558 0.273
H -0.631 1.513 -5.525 0.305
H -3.106 -3.146 1.890 -0.337
H 2.105 -2.749 8.625 0.303
H -5.569 4.074 1.381 0.354
H -0.292 7.649 6.271 0.228
C 0.180 3.472 3.931 -1.453
H 1.703 -0.618 8.967 0.476
F -0.362 -2.043 -0.301 0.449
H -0.304 0.899 -8.993 0.262
N 1.676 4.229 2.205 0.347
H -2.639 -0.664 2.780 -0.318
C 0.093 -4.180 5.035 -0.574
C -3.426 -2.167 3.917 1.040
H 1.210 -1.099 3.478 0.168
H 3.140 -3.700 -5.917 0.298
H 4.851 -4.212 -0.752 0.441
H 1.656 -7.239 -8.220 0.268
H -0.850 -4.119 -0.156 -0.690
C -0.084 2.082 -4.773 -0.775
H -4.783 -1.385 1.892 -0.383
F 0.979 -0.530 -1.078 0.224
```

Results
DFT total energy: -5732.10379 Eh
LUMO: -0.1 eV
HOMO level: -0.311 Eh
Kohn-Sham gap: 8.4 eV